{
  "formula": "C31H71BF5N5O9P2S",
  "method": "the ωB97M-V functional and the def2-TZVPD basis",
  "e_tot_ha": -3779.90618,
  "e_lumo_ev": 0.16,
  "multiplicity": 1,
  "elements": ["N", "P", "C", "C", "C", "C", "C", "F", "F", "C", "F", "F", "F", "O", "C", "B", "N", "O", "C", "C", "C", "C", "S", "O", "O", "O", "O", "C", "C", "C", "C", "C", "N", "C", "C", "O", "C", "N", "P", "N", "O", "O", "H", "H", "H", "H", "H", "H", "H", "H", "H", "H", "H", "H", "H", "H", "H", "H", "H", "H", "H", "H", "H", "H", "H", "H", "H", "H", "H", "H", "H", "H", "H", "H", "H", "H", "H", "H", "H", "H", "H", "H", "H", "H", "H", "C", "C", "C", "C", "C", "C", "H", "H", "H", "H", "H", "H", "H", "H", "H", "H", "H", "H", "H", "H", "C", "C", "C", "C", "C", "C", "H", "H", "H", "H", "H", "H", "H", "H", "H", "H", "H", "H", "H", "H"],
  "coordinates": [[2.777670, -3.489264, 2.620169], [3.496786, -3.577951, 1.234805], [2.723459, -2.628911, -0.159530], [3.061537, -3.306566, -1.495829], [3.182410, -2.412382, -2.740147], [4.081428, -1.183613, -2.620109], [5.504812, -1.488121, -2.201481], [5.918216, -2.723244, -2.605005], [5.627033, -1.456473, -0.837097], [6.528793, -0.482878, -2.746398], [7.754453, -0.720878, -2.303605], [6.192288, 0.750880, -2.378453], [6.559088, -0.525138, -4.075097], [1.353868, -2.601579, 0.170778], [0.532519, -1.894515, -0.742045], [0.889715, -0.329690, -0.731992], [0.932551, 0.443900, -1.932442], [1.251234, 0.263425, 0.453628], [-0.977212, -2.135147, -0.431509], [-1.295216, -1.804171, 1.054665], [-1.781458, -0.369558, 1.324573], [-2.820199, -0.379887, 2.446755], [-3.211833, 1.230898, 3.011945], [-4.367155, 1.192525, 3.860457], [-3.238640, 2.124477, 1.872319], [-1.913568, 1.563712, 3.862810], [-1.540117, -1.247648, -1.400930], [-2.860268, -1.307751, -1.964415], [-4.017689, -1.514557, -0.983472], [-5.372387, -1.735296, -1.673201], [-6.545198, -1.109328, -0.905126], [-6.727383, 0.396884, -1.163768], [-6.426701, 1.231425, 0.010418], [-2.850614, -2.196447, -3.226471], [-2.791925, -1.435474, -4.557954], [-1.746993, -0.470886, -4.568330], [-4.134211, -0.845995, -5.042731], [-4.453920, 0.529786, -4.666552], [-1.208635, -3.977469, -0.597859], [-0.764492, -4.715217, 0.680322], [-0.496141, -4.358357, -1.986763], [-2.750278, -4.275879, -0.960742], [2.470401, -4.399612, 2.938617], [4.795889, -3.044311, 1.202609], [3.631414, -4.867460, 0.687291], [3.194613, -1.635814, -0.109367], [3.987202, -3.879209, -1.382953], [2.266339, -4.037265, -1.676853], [3.568479, -3.032334, -3.554201], [2.196729, -2.069004, -3.057335], [3.678311, -0.477895, -1.892984], [4.095943, -0.656887, -3.577696], [0.645745, -2.245967, -1.771847], [0.124924, 0.328778, -2.531415], [1.064054, 1.430739, -1.739171], [1.365237, -0.388317, 1.156141], [-0.414186, -2.023990, 1.657883], [-2.057639, -2.499113, 1.422422], [-0.948641, 0.253355, 1.655871], [-2.191347, 0.102639, 0.439005], [-3.775124, -0.833155, 2.169433], [-2.430554, -0.947280, 3.297700], [-1.846271, 2.532971, 3.871512], [-3.012477, -0.281673, -2.324024], [-4.107040, -0.594792, -0.396201], [-3.822118, -2.307679, -0.263766], [-5.558156, -2.803561, -1.802042], [-5.343028, -1.250526, -2.652714], [-6.409210, -1.248184, 0.172632], [-7.460190, -1.615952, -1.217235], [-7.768879, 0.588564, -1.436877], [-6.125417, 0.703032, -2.029073], [-5.995129, 2.105980, -0.254842], [-5.792295, 0.784596, 0.656907], [-3.664830, -2.919960, -3.229880], [-1.922343, -2.765390, -3.190042], [-2.489927, -2.169012, -5.312829], [-2.041122, 0.313044, -4.094524], [-4.943382, -1.512248, -4.731887], [-4.128494, -0.873419, -6.135278], [-4.251941, 0.734930, -3.695143], [-3.908567, 1.174352, -5.225143], [0.012954, -5.348242, 0.547542], [-1.125053, -4.771084, -2.591748], [-3.205105, -4.486184, -0.134180], [7.146537, 7.012051, -4.659607], [5.918767, 6.286540, -5.202078], [5.116586, 5.557146, -4.125699], [5.880919, 4.451241, -3.395787], [6.445152, 3.356102, -4.298954], [5.371368, 2.589118, -5.065118], [7.859987, 6.319014, -4.211646], [7.667055, 7.547699, -5.454345], [6.861969, 7.740157, -3.897195], [6.224184, 5.584493, -5.982644], [5.262652, 7.012776, -5.688720], [4.213037, 5.139878, -4.578910], [4.770821, 6.286589, -3.386489], [5.210983, 3.992838, -2.660896], [6.698834, 4.891633, -2.819216], [7.009684, 2.659030, -3.679493], [7.163098, 3.782031, -5.005412], [4.656450, 2.132082, -4.376225], [5.812713, 1.792500, -5.665537], [4.816047, 3.239521, -5.742571], [-3.743213, 1.071631, 7.072358], [-3.746687, 1.108945, 8.597567], [-2.599902, 1.927645, 9.188528], [-1.201728, 1.406600, 8.850730], [-0.936932, -0.037572, 9.272160], [-1.036839, -0.260745, 10.778307], [-2.839273, 0.596399, 6.687188], [-4.594371, 0.510495, 6.687944], [-3.800412, 2.078615, 6.655041], [-3.718905, 0.088226, 8.989144], [-4.690911, 1.538733, 8.941931], [-2.719650, 1.977274, 10.274348], [-2.681239, 2.959327, 8.831557], [-0.463147, 2.056984, 9.330304], [-1.027922, 1.498622, 7.774875], [0.065079, -0.317291, 8.937093], [-1.627065, -0.710798, 8.756619], [-0.334624, 0.381877, 11.313581], [-0.805280, -1.294907, 11.035984], [-2.039219, -0.047606, 11.152377]],
  "forces_ev_per_angstrom": [[0.4, 0.0, -0.3], [-0.6, 0.0, 0.5], [0.4, -0.2, 0.1], [-0.2, 0.1, 0.0], [0.1, -0.2, -0.1], [-0.1, 0.0, 0.0], [0.0, -0.1, 0.1], [-0.1, 0.2, 0.0], [0.0, -0.1, -0.1], [0.1, 0.1, 0.0], [0.3, -0.2, 0.2], [-0.2, 0.3, 0.2], [-0.1, -0.1, -0.4], [-0.1, -0.1, -0.1], [-0.3, 0.6, -0.5], [-0.1, 0.1, 0.0], [-0.5, 0.4, 0.7], [0.3, -0.1, -0.2], [0.5, -0.2, 0.1], [-0.6, 0.2, -0.1], [0.1, 0.0, 0.3], [0.5, -0.5, 0.1], [-1.1, 0.6, -0.9], [0.5, -0.1, -0.1], [0.1, -0.3, 0.6], [0.0, 0.1, 0.0], [-0.4, 0.0, 0.3], [-0.2, -0.1, -0.4], [-0.1, 0.3, 0.3], [0.1, 0.2, 0.3], [0.0, 0.2, -0.2], [0.0, 0.2, 0.2], [0.0, -0.1, -0.1], [0.4, -0.1, 0.2], [-0.1, -0.2, 0.0], [0.1, -0.1, -0.1], [0.1, 0.0, -0.2], [0.2, -0.1, 0.1], [0.5, -0.1, 0.5], [-0.1, 0.1, -0.5], [-0.2, 0.0, -0.1], [-0.2, 0.3, -0.1], [-0.2, 0.1, 0.1], [0.1, -0.1, -0.2], [0.2, 0.0, -0.1], [-0.3, 0.1, 0.0], [0.0, 0.1, 0.0], [0.1, -0.1, 0.0], [-0.1, 0.0, 0.0], [0.1, 0.1, 0.0], [0.1, 0.1, 0.0], [0.0, -0.1, 0.0], [0.2, -0.2, 0.1], [0.3, -0.3, -0.3], [0.1, 0.0, -0.2], [0.0, 0.0, 0.1], [0.0, -0.2, -0.1], [0.0, 0.0, 0.0], [0.0, 0.0, -0.2], [0.0, 0.0, -0.1], [0.0, 0.1, -0.1], [-0.2, 0.1, 0.1], [0.2, 0.0, 0.1], [0.2, 0.0, 0.2], [0.1, 0.0, 0.0], [0.0, 0.0, -0.1], [0.1, 0.0, -0.2], [-0.1, -0.3, -0.1], [-0.2, -0.2, 0.0], [0.0, -0.1, 0.2], [0.1, 0.0, -0.1], [0.0, -0.1, 0.0], [-0.1, 0.1, 0.0], [0.1, -0.1, 0.0], [-0.1, 0.0, -0.1], [0.0, 0.0, 0.1], [0.0, 0.1, 0.1], [-0.1, 0.1, 0.0], [0.0, 0.0, 0.0], [0.0, 0.1, 0.1], [-0.2, 0.0, 0.1], [-0.1, 0.0, 0.0], [0.0, 0.0, 0.3], [0.1, -0.1, -0.1], [-0.1, -0.3, -0.1], [0.0, 0.0, -0.1], [0.0, 0.1, 0.0], [0.0, 0.0, 0.0], [0.0, 0.0, 0.0], [-0.1, 0.0, 0.0], [0.1, 0.0, 0.0], [0.0, 0.0, 0.0], [0.0, 0.0, 0.0], [0.0, 0.0, 0.0], [0.0, 0.0, 0.0], [0.0, 0.0, 0.0], [0.0, 0.0, 0.0], [0.0, 0.0, 0.0], [0.0, 0.0, 0.0], [0.0, 0.0, 0.0], [0.0, 0.0, 0.0], [0.0, 0.0, 0.0], [0.0, 0.0, 0.0], [0.0, 0.0, 0.0], [0.0, 0.0, 0.0], [0.0, -0.1, 0.1], [0.0, 0.1, -0.1], [0.0, 0.0, 0.0], [0.0, 0.0, 0.0], [0.0, 0.0, 0.1], [0.0, 0.0, -0.1], [0.0, 0.0, 0.0], [0.0, 0.0, 0.0], [0.0, 0.0, 0.0], [0.0, 0.0, 0.0], [0.0, 0.0, 0.0], [0.0, 0.0, 0.0], [0.0, 0.0, 0.0], [0.0, 0.0, 0.0], [0.0, 0.0, 0.0], [0.0, 0.0, 0.0], [0.0, 0.0, 0.0], [0.0, 0.0, 0.0], [0.0, 0.0, 0.0], [0.0, 0.0, 0.0]]
}

{
  "formula": "C31H72ClN2O14",
  "method": "the ωB97M-V functional and the def2-TZVPD basis",
  "charge": -1,
  "e_tot_ha": -2847.14010,
  "e_lumo_ev": 1.84,
  "multiplicity": 1,
  "elements": ["C", "C", "N", "C", "Cl", "N", "C", "C", "O", "C", "C", "O", "H", "H", "H", "H", "H", "H", "H", "H", "H", "H", "H", "H", "C", "O", "C", "C", "O", "C", "H", "H", "H", "H", "H", "H", "H", "H", "H", "H", "C", "O", "C", "C", "O", "C", "H", "H", "H", "H", "H", "H", "H", "H", "H", "H", "C", "O", "C", "C", "O", "C", "H", "H", "H", "H", "H", "H", "H", "H", "H", "H", "C", "O", "C", "C", "O", "C", "H", "H", "H", "H", "H", "H", "H", "H", "H", "H", "C", "O", "C", "C", "O", "C", "H", "H", "H", "H", "H", "H", "H", "H", "H", "H", "C", "O", "C", "C", "O", "C", "H", "H", "H", "H", "H", "H", "H", "H", "H", "H"],
  "coordinates": [[-1.617806, 2.605958, 0.230509], [-3.077538, 2.242135, 0.512594], [-3.628537, 1.391315, -0.549631], [-4.896081, 1.923241, -1.087128], [-4.980177, 0.930668, -2.814559], [-5.894232, 1.405964, -0.167237], [-5.748201, 0.075050, 0.395300], [-6.085588, -1.133580, -0.443389], [-5.364574, -0.034554, 1.532079], [-7.195937, 1.778407, -0.581458], [-7.633235, 3.161852, -0.161135], [-7.925325, 1.035403, -1.196092], [-1.017881, 2.613868, 1.145824], [-1.541589, 3.613220, -0.188989], [-1.178446, 1.904663, -0.486184], [-3.138304, 1.693207, 1.460134], [-3.698984, 3.144129, 0.578763], [-2.986656, 1.403286, -1.333255], [-5.336081, -1.904956, -0.243778], [-6.132001, -0.898763, -1.502652], [-7.065659, -1.503037, -0.121219], [-8.623831, 3.080075, 0.294796], [-7.717866, 3.795103, -1.047885], [-6.925225, 3.602163, 0.537234], [3.094104, 1.317230, -3.337687], [3.921808, 2.060412, -2.459441], [3.376608, 3.309354, -2.073751], [2.699610, 3.237935, -0.720047], [1.599388, 2.360440, -0.727009], [1.859642, 1.071485, -0.196646], [3.443883, 0.285368, -3.318918], [2.049402, 1.341907, -3.022056], [3.169731, 1.698420, -4.362225], [2.662881, 3.662828, -2.826107], [4.199532, 4.029361, -2.021772], [2.331230, 4.236636, -0.461705], [3.428866, 2.939481, 0.043886], [1.870117, 1.099862, 0.899933], [2.814458, 0.673652, -0.552515], [1.054598, 0.413813, -0.523578], [-1.001130, -1.117483, -2.519551], [-0.324492, -1.290742, -1.283258], [-1.207782, -1.533232, -0.194424], [-1.305333, -3.004509, 0.144475], [-1.867844, -3.781844, -0.899767], [-0.910709, -4.412386, -1.721261], [-0.263780, -1.238997, -3.313630], [-1.794794, -1.856204, -2.648112], [-1.447861, -0.121361, -2.593202], [-2.198715, -1.113759, -0.399301], [-0.805145, -1.006170, 0.677072], [-1.954308, -3.115170, 1.017592], [-0.312111, -3.392364, 0.404930], [-0.478971, -5.290359, -1.223636], [-0.101922, -3.731174, -1.997592], [-1.423883, -4.739872, -2.624796], [8.650960, -1.333450, 0.534216], [8.252636, -0.050157, 0.095060], [7.389384, -0.075671, -1.029974], [5.929212, 0.044978, -0.653943], [5.479244, -1.049676, 0.128017], [5.438041, -0.782888, 1.515025], [9.064336, -1.222331, 1.536012], [7.805885, -2.025496, 0.572331], [9.425893, -1.753595, -0.116520], [7.547257, -0.994201, -1.607351], [7.654467, 0.773560, -1.665968], [5.330713, 0.068600, -1.566611], [5.753027, 0.989235, -0.127185], [4.568589, -0.166465, 1.770594], [6.344537, -0.275468, 1.855876], [5.349241, -1.740070, 2.027517], [-11.478264, -2.845355, -1.434293], [-10.313510, -3.635761, -1.313135], [-9.947733, -4.308739, -2.502674], [-8.910345, -3.560285, -3.316436], [-9.390805, -2.327389, -3.803591], [-8.971232, -1.206131, -3.028117], [-11.506413, -2.178771, -0.573807], [-11.465450, -2.246169, -2.347035], [-12.379546, -3.471498, -1.429413], [-10.833780, -4.492503, -3.123884], [-9.533017, -5.278272, -2.209547], [-8.648089, -4.180724, -4.181157], [-8.003297, -3.414588, -2.719007], [-7.927993, -0.949379, -3.229059], [-9.083296, -1.390971, -1.958846], [-9.597468, -0.362115, -3.308251], [-3.910354, 5.349718, 2.401238], [-2.740513, 5.500330, 1.617216], [-2.553187, 6.795735, 1.093017], [-1.551345, 7.600390, 1.894536], [-1.978271, 7.850192, 3.222774], [-1.464339, 6.930228, 4.166324], [-3.810633, 4.423572, 2.964440], [-4.038219, 6.186513, 3.093844], [-4.794060, 5.268807, 1.759772], [-3.506880, 7.332746, 1.033903], [-2.168381, 6.686610, 0.073568], [-1.408416, 8.571208, 1.410572], [-0.587204, 7.078005, 1.898820], [-0.416022, 7.152069, 4.399421], [-1.538115, 5.901694, 3.807252], [-2.055280, 7.034066, 5.075332], [9.987828, -5.280950, 1.468356], [10.725909, -4.130848, 1.837735], [10.518013, -3.720405, 3.176118], [11.622034, -4.184938, 4.102371], [11.691964, -5.595324, 4.202593], [12.673633, -6.181816, 3.370375], [10.423005, -5.660879, 0.545412], [10.039676, -6.056556, 2.236147], [8.937269, -5.030621, 1.285011], [9.549431, -4.079810, 3.541394], [10.496186, -2.626334, 3.186070], [11.423493, -3.793883, 5.104474], [12.581955, -3.777799, 3.764436], [13.676667, -6.045639, 3.790351], [12.651404, -5.761199, 2.362382], [12.457765, -7.247769, 3.317737]],
  "forces_ev_per_angstrom": [[-0.1, 0.3, 0.1], [-0.1, -0.3, 0.0], [0.4, -0.1, -0.5], [-0.2, 0.5, 1.1], [0.0, -0.3, -0.3], [-0.1, -0.3, -0.3], [0.1, -0.1, -0.2], [0.0, -0.1, 0.0], [0.0, 0.0, 0.0], [0.3, 0.1, -0.1], [0.0, 0.1, -0.2], [-0.4, -0.1, 0.3], [0.0, -0.1, -0.1], [0.0, -0.1, -0.1], [0.1, 0.0, 0.2], [-0.2, 0.1, 0.0], [0.1, 0.0, 0.2], [-0.1, 0.1, 0.0], [-0.1, 0.1, 0.0], [0.1, 0.0, 0.1], [0.1, 0.0, 0.0], [0.1, 0.0, 0.0], [0.0, 0.0, 0.1], [0.0, 0.0, -0.1], [0.0, 0.0, 0.0], [0.1, 0.0, 0.0], [0.0, 0.0, 0.0], [0.0, 0.0, 0.1], [0.0, 0.0, -0.1], [-0.1, 0.0, 0.1], [0.0, 0.0, 0.0], [0.0, 0.0, 0.0], [0.0, 0.0, 0.0], [0.0, 0.0, 0.0], [0.0, 0.0, 0.0], [0.0, 0.0, 0.0], [0.0, 0.0, 0.0], [0.0, 0.0, 0.0], [0.0, 0.0, 0.0], [0.0, 0.0, 0.0], [-0.1, 0.1, 0.0], [0.0, -0.1, 0.0], [-0.1, 0.1, 0.0], [0.0, -0.1, 0.1], [0.0, 0.0, 0.0], [0.0, 0.0, 0.0], [0.0, 0.0, 0.0], [0.0, 0.0, 0.0], [0.0, 0.0, 0.0], [0.0, 0.0, 0.0], [0.0, 0.0, 0.0], [0.0, 0.0, 0.0], [0.0, 0.0, 0.0], [0.0, 0.0, 0.0], [0.0, 0.0, 0.0], [0.0, 0.0, 0.0], [0.0, 0.0, 0.0], [0.0, 0.0, 0.1], [0.1, 0.0, -0.1], [-0.1, 0.0, 0.0], [0.1, -0.1, 0.0], [0.0, 0.0, 0.0], [0.0, 0.0, 0.0], [0.0, 0.0, 0.0], [0.0, 0.0, 0.0], [0.0, 0.0, 0.0], [0.0, 0.0, 0.0], [0.0, 0.0, 0.0], [0.0, 0.0, 0.0], [0.0, 0.0, 0.0], [0.0, 0.0, 0.0], [0.0, 0.0, 0.0], [0.0, 0.0, 0.0], [0.0, 0.0, 0.0], [-0.1, 0.0, 0.0], [0.1, 0.0, 0.0], [-0.1, 0.0, 0.0], [0.1, 0.1, 0.0], [0.0, 0.0, 0.0], [0.0, 0.0, 0.0], [0.0, 0.0, 0.0], [0.0, 0.0, 0.0], [0.0, 0.0, 0.0], [0.0, 0.0, 0.0], [0.0, 0.0, 0.0], [0.0, 0.0, 0.0], [0.0, 0.0, 0.0], [0.0, 0.0, 0.0], [-0.1, 0.0, -0.1], [0.1, 0.0, 0.2], [-0.1, 0.0, -0.1], [0.1, 0.0, 0.0], [-0.1, 0.0, 0.0], [0.0, 0.0, 0.0], [0.0, 0.0, 0.0], [0.0, 0.0, 0.0], [0.0, 0.0, 0.0], [0.0, 0.0, 0.0], [0.0, 0.0, 0.0], [0.0, 0.0, 0.0], [0.0, 0.0, 0.0], [0.0, 0.0, 0.0], [0.0, 0.0, 0.0], [0.0, 0.0, 0.0], [0.0, 0.0, 0.0], [0.1, 0.0, 0.0], [-0.1, 0.1, 0.0], [0.1, 0.0, 0.0], [-0.1, 0.0, 0.0], [0.0, 0.0, 0.0], [0.0, 0.0, 0.0], [0.0, 0.0, 0.0], [0.0, 0.0, 0.0], [0.0, 0.0, 0.0], [0.0, 0.0, 0.0], [0.0, 0.0, 0.0], [0.0, 0.0, 0.0], [0.0, 0.0, 0.0], [0.0, 0.0, 0.0], [0.0, 0.0, 0.0]]
}